No. 1
C21H22N | ωB97M-V/def2-TZVPD

The energy above the lowest of the compared OMol25 structures with the same formula, charge and spin comes out at 117.0 kJ/mol. The net charge is +1.

Element x y z (Å)
C (0.7820, -3.2376, 4.8035)
C (0.4195, -2.2971, 3.6949)
C (-0.7378, -2.5490, 2.9349)
C (-0.9805, -1.8111, 1.7985)
C (-0.0933, -0.7448, 1.4168)
C (-0.6558, 0.0201, 0.3399)
C (-0.2366, 1.3591, 0.0476)
C (-1.2036, 2.0452, -0.7703)
C (-1.0548, 3.3885, -1.0256)
C (0.0696, 4.0734, -0.5333)
C (0.3126, 5.4855, -0.9634)
C (0.9927, 3.4284, 0.3034)
C (0.8575, 2.0663, 0.5504)
N (-0.6633, -0.8578, -1.0611)
C (-1.6608, -1.7568, -1.2909)
C (-1.7328, -2.5341, -2.4269)
C (-0.7532, -2.3642, -3.4235)
C (0.2342, -1.4071, -3.2140)
C (1.3292, -1.1154, -4.1797)
C (0.2574, -0.6463, -2.0198)
C (1.0511, -0.5085, 2.1833)
C (1.2716, -1.2291, 3.3601)
H (1.7480, -2.9676, 5.2194)
H (0.0349, -3.3042, 5.5967)
H (0.8616, -4.2137, 4.3304)
H (-1.4597, -3.2997, 3.2627)
H (-1.9057, -1.9082, 1.2214)
H (-1.8421, -0.0949, 0.2876)
H (-2.0978, 1.4819, -1.0545)
H (-1.8320, 3.9202, -1.5710)
H (1.2759, 5.8275, -0.5895)
H (0.3478, 5.4558, -2.0516)
H (-0.4722, 6.1867, -0.6662)
H (1.8055, 4.0147, 0.8023)
H (1.5462, 1.6004, 1.2535)
H (-2.3945, -1.7849, -0.4850)
H (-2.5365, -3.2366, -2.5202)
H (-0.7525, -2.9476, -4.3462)
H (2.0043, -0.3080, -3.8574)
H (2.0102, -1.9588, -4.3597)
H (1.0102, -0.7957, -5.1801)
H (1.0180, 0.1485, -1.8232)
H (1.7195, 0.3229, 1.9523)
H (2.1059, -0.9463, 4.0534)

=====

No. 2
C21H22N2O3 | ωB97M-V/def2-TZVPD

The energy above the lowest of the compared OMol25 structures with the same formula, charge and spin comes out at 231.2 kJ/mol.

Element x y z (Å)
C (-3.3699, -3.6480, 1.5383)
C (-4.1230, -2.8535, 0.8016)
C (-3.6307, -1.6878, -0.0023)
N (-2.2553, -1.3475, 0.2554)
C (-1.3158, -1.3323, -0.7166)
O (-1.5436, -1.6592, -1.8648)
C (0.0516, -0.9325, -0.2561)
C (1.1151, -1.4552, -0.8871)
C (2.5245, -1.2234, -0.5967)
C (3.3989, -2.3067, -0.6516)
C (4.7455, -2.1631, -0.3824)
C (5.2440, -0.9092, -0.0769)
C (4.4061, 0.1915, -0.0505)
C (3.0460, 0.0568, -0.3110)
O (2.1656, 1.0922, -0.3759)
C (2.5811, 2.4100, -0.0677)
C (2.7313, 2.6542, 1.4308)
N (0.1562, -0.1267, 0.8820)
C (-0.5379, 1.0130, 1.1736)
O (-0.3395, 1.6014, 2.2203)
C (-1.5336, 1.4651, 0.1648)
C (-2.8007, 1.8512, 0.5898)
C (-3.7368, 2.2848, -0.3303)
C (-3.4057, 2.3555, -1.6738)
C (-2.1326, 2.0080, -2.0943)
C (-1.1945, 1.5628, -1.1808)
H (-3.7874, -4.4725, 2.0893)
H (-2.3029, -3.5179, 1.6123)
H (-5.1901, -3.0149, 0.7318)
H (-4.2690, -0.8147, 0.1911)
H (-3.6953, -1.9217, -1.0710)
H (-2.0089, -1.1021, 1.2009)
H (0.9017, -2.1629, -1.6766)
H (2.9959, -3.2791, -0.8939)
H (5.4017, -3.0189, -0.4152)
H (6.2950, -0.7772, 0.1325)
H (4.8300, 1.1590, 0.1657)
H (3.5061, 2.6550, -0.6044)
H (1.7785, 3.0400, -0.4621)
H (3.0194, 3.6880, 1.5999)
H (1.7863, 2.4697, 1.9363)
H (3.4887, 2.0036, 1.8621)
H (0.9761, -0.2780, 1.4588)
H (-3.0410, 1.7991, 1.6418)
H (-4.7249, 2.5702, 0.0001)
H (-4.1387, 2.6906, -2.3927)
H (-1.8698, 2.0780, -3.1388)
H (-0.1980, 1.3051, -1.5057)

=====

No. 3
C21H22N2O3 | ωB97M-V/def2-TZVPD

The energy above the lowest of the compared OMol25 structures with the same formula, charge and spin comes out at 213.4 kJ/mol.

Element x y z (Å)
O (2.7546, 3.0717, -1.6410)
C (2.3322, 1.9745, -1.9063)
C (2.2435, 0.8564, -0.9932)
C (1.7613, -0.3560, -1.3517)
C (1.7058, -1.4419, -0.3105)
N (0.7454, -1.0905, 0.7243)
C (-0.6155, -1.0716, 0.2222)
C (-1.5590, -0.5897, 1.3190)
N (-1.4758, -1.4960, 2.4463)
C (-2.4933, -1.2719, 3.4655)
C (-2.4085, 0.0663, 4.1587)
C (-1.6335, 0.2235, 5.3016)
C (-1.5056, 1.4625, 5.9042)
C (-2.1515, 2.5643, 5.3702)
C (-2.9317, 2.4181, 4.2362)
C (-3.0587, 1.1778, 3.6360)
C (-0.1207, -1.5007, 2.9589)
C (0.8262, -1.9825, 1.8643)
C (1.2981, -0.5448, -2.7042)
C (0.7448, -1.7271, -3.2174)
C (0.3256, -1.8192, -4.5198)
C (0.4442, -0.7195, -5.3783)
O (0.0222, -0.8590, -6.6529)
C (0.9800, 0.4634, -4.9000)
C (1.4008, 0.5553, -3.5765)
O (1.8996, 1.7464, -3.1903)
H (2.5831, 1.0432, 0.0126)
H (1.4829, -2.4233, -0.7587)
H (2.6884, -1.5089, 0.1662)
H (-0.6694, -0.3897, -0.6295)
H (-0.9342, -2.0766, -0.1091)
H (-2.5836, -0.5915, 0.9398)
H (-1.2819, 0.4416, 1.5948)
H (-3.4650, -1.3757, 2.9737)
H (-2.3917, -2.0774, 4.1990)
H (-1.1322, -0.6341, 5.7280)
H (-0.9008, 1.5680, 6.7932)
H (-2.0512, 3.5321, 5.8388)
H (-3.4439, 3.2725, 3.8180)
H (-3.6765, 1.0693, 2.7555)
H (-0.0678, -2.1855, 3.8085)
H (0.2000, -0.4980, 3.2880)
H (1.8513, -1.9780, 2.2426)
H (0.5565, -3.0174, 1.5864)
H (0.6373, -2.5876, -2.5775)
H (-0.0998, -2.7302, -4.9079)
H (0.1552, -0.0375, -7.1428)
H (1.0809, 1.3328, -5.5329)

=====

No. 4
C21H22N2O4 | ωB97M-V/def2-TZVPD

The energy above the lowest of the compared OMol25 structures with the same formula, charge and spin comes out at 35.7 kJ/mol.

Element x y z (Å)
C (-6.4935, -5.4774, 0.0565)
O (-6.4176, -4.3133, -0.7274)
C (-5.3069, -3.5281, -0.6209)
C (-5.2900, -2.3856, -1.4223)
C (-4.2130, -1.5273, -1.3920)
C (-3.1206, -1.7805, -0.5683)
C (-1.9686, -0.8206, -0.5117)
C (-2.2712, 0.3231, 0.4696)
N (-1.1562, 1.2325, 0.5785)
C (-1.1560, 2.4501, 0.0014)
O (-2.1192, 2.9236, -0.5676)
C (0.1671, 3.2016, 0.1121)
C (0.9353, 3.0944, -1.2090)
C (1.5212, 1.7019, -1.4517)
N (2.6261, 1.4174, -0.5577)
C (2.5393, 0.6590, 0.5915)
O (1.5333, 0.1289, 1.0057)
C (3.9021, 0.6439, 1.1714)
C (4.3885, 0.0423, 2.3128)
C (5.7392, 0.2109, 2.6042)
C (6.5642, 0.9559, 1.7763)
C (6.0718, 1.5619, 0.6236)
C (4.7339, 1.3951, 0.3360)
C (3.9140, 1.8961, -0.7931)
O (4.2348, 2.5636, -1.7408)
C (-3.1468, -2.9138, 0.2280)
C (-4.2227, -3.7866, 0.2082)
H (-5.6858, -6.1776, -0.1820)
H (-7.4500, -5.9367, -0.1886)
H (-6.4686, -5.2454, 1.1265)
H (-6.1381, -2.1962, -2.0611)
H (-4.2148, -0.6467, -2.0172)
H (-1.7885, -0.3926, -1.5003)
H (-1.0628, -1.3355, -0.1826)
H (-2.4968, -0.0910, 1.4572)
H (-3.1291, 0.9010, 0.1191)
H (-0.2919, 0.8412, 0.9323)
H (-0.0661, 4.2510, 0.2965)
H (0.7643, 2.8230, 0.9426)
H (0.2529, 3.3305, -2.0270)
H (1.7499, 3.8215, -1.2278)
H (0.7651, 0.9279, -1.3051)
H (1.9097, 1.6456, -2.4723)
H (3.7410, -0.5369, 2.9524)
H (6.1507, -0.2472, 3.4909)
H (7.6076, 1.0684, 2.0294)
H (6.7084, 2.1424, -0.0255)
H (-2.3101, -3.1295, 0.8775)
H (-4.2004, -4.6597, 0.8416)

=====

No. 5
C21H22N2O9P2S | ωB97M-V/def2-TZVPD

Element x y z (Å)
C (-1.8162, 4.7899, 1.0368)
C (-1.1571, 3.3107, 0.6441)
C (-0.9127, 2.2974, 1.9510)
C (-0.2856, 0.8014, 1.6986)
C (0.1079, 0.3640, 0.1328)
C (-0.1401, 1.3734, -1.1464)
P (0.3553, 0.6614, -2.8836)
N (-1.1747, 0.0663, -3.6658)
O (1.0605, 1.8963, -3.8894)
C (-0.8033, 2.8698, -0.9219)
P (-1.1300, 3.9989, -2.4291)
O (-1.7383, 3.0814, -3.7981)
O (-2.4248, 5.1625, -2.1029)
C (0.7372, -1.1795, -0.0070)
O (1.7977, -1.4613, -0.7794)
C (-0.0419, -2.3153, 0.9421)
C (-0.3997, -3.7978, 0.2979)
C (0.0022, -4.1965, -1.2752)
O (1.1675, -5.1123, -1.2830)
O (1.5453, -5.3734, -2.5245)
C (-1.2218, -4.8522, 1.2992)
C (-1.6129, -4.4134, 2.8628)
C (-1.2478, -2.9166, 3.4971)
C (-1.6668, -2.4715, 5.0194)
S (-3.3558, -1.6178, 5.1176)
O (-3.5646, -0.7727, 3.8006)
O (-4.5297, -2.6023, 5.3783)
C (-0.4588, -1.8772, 2.5015)
C (-0.0450, -0.3121, 2.9237)
O (0.4614, -0.0062, 4.1221)
H (-1.1440, 5.6942, 0.6912)
H (-2.8993, 4.8336, 0.5625)
H (-1.9737, 4.8557, 2.2128)
H (-1.1764, 2.6173, 3.0637)
H (-0.9644, -0.2355, -4.6438)
H (-1.6058, -0.6914, -3.0917)
H (1.3419, 1.4115, -4.7346)
H (-2.6578, 3.3776, -4.0636)
H (-3.2980, 4.6633, -2.2636)
H (0.2662, -3.2361, -1.9248)
H (-0.9147, -4.7028, -1.8474)
H (0.9071, -4.9445, -3.1813)
H (-1.5135, -5.8986, 0.8471)
H (-2.2147, -5.1836, 3.5456)
H (-0.8539, -1.8089, 5.5740)
H (-1.7680, -3.4751, 5.6473)
H (-3.2931, -0.7678, 6.2589)
C (4.7464, 1.5837, -0.7499)
C (5.7856, 1.9161, -1.6515)
C (5.2124, 2.0951, -2.8906)
N (3.8645, 1.8777, -2.7691)
C (3.5704, 1.5707, -1.4661)
H (4.8451, 1.3774, 0.3079)
H (6.8386, 2.0149, -1.4216)
H (5.6472, 2.3566, -3.8461)
H (3.1921, 1.9357, -3.5229)
H (2.5524, 1.3682, -1.1613)

=====

No. 6
C21H22N4O4S | ωB97M-V/def2-TZVPD

The energy above the lowest of the compared OMol25 structures with the same formula, charge and spin comes out at 465.7 kJ/mol.

Element x y z (Å)
O (0.7018, 0.1180, 1.8323)
C (0.9487, 1.1779, 1.2738)
C (1.8443, 2.1956, 1.8440)
C (2.4273, 1.9766, 3.0296)
C (3.3297, 2.8599, 3.7420)
C (3.8526, 2.4478, 4.9738)
C (4.7173, 3.2518, 5.6950)
C (5.0843, 4.4926, 5.2061)
C (4.5677, 4.9069, 3.9839)
N (4.9409, 6.2022, 3.4588)
O (4.4715, 6.5291, 2.3907)
O (5.6986, 6.8770, 4.1192)
C (3.7019, 4.1114, 3.2522)
N (0.4168, 1.5265, 0.0620)
C (-0.4671, 0.8117, -0.7485)
S (-0.8955, 1.5624, -2.1545)
N (-0.8450, -0.3806, -0.2774)
C (-1.7036, -1.3545, -0.7836)
C (-2.3956, -1.2561, -1.9880)
C (-3.2282, -2.2832, -2.3869)
C (-3.3887, -3.4262, -1.6138)
C (-4.3117, -4.5207, -2.0731)
N (-4.1315, -4.7957, -3.4876)
C (-5.1732, -5.6498, -4.0276)
C (-4.9563, -5.8003, -5.5337)
O (-3.6918, -6.3488, -5.8198)
C (-2.6726, -5.5423, -5.2769)
C (-2.8329, -5.3846, -3.7658)
C (-2.6906, -3.5224, -0.4167)
C (-1.8615, -2.5003, -0.0025)
H (1.9979, 3.0976, 1.2722)
H (2.2036, 1.0348, 3.5167)
H (3.5718, 1.4808, 5.3641)
H (5.1069, 2.9114, 6.6418)
H (5.7561, 5.1420, 5.7456)
H (3.3317, 4.4847, 2.3105)
H (0.6690, 2.4211, -0.3411)
H (-0.4244, -0.6134, 0.6302)
H (-2.2878, -0.3829, -2.6078)
H (-3.7619, -2.2095, -3.3213)
H (-5.3473, -4.1905, -1.9331)
H (-4.1609, -5.4246, -1.4549)
H (-6.1452, -5.1860, -3.8446)
H (-5.1633, -6.6506, -3.5584)
H (-5.6917, -6.4821, -5.9643)
H (-5.0496, -4.8117, -6.0081)
H (-1.7297, -6.0362, -5.5172)
H (-2.6953, -4.5467, -5.7447)
H (-2.0547, -4.7235, -3.3796)
H (-2.7305, -6.3746, -3.2843)
H (-2.7976, -4.4037, 0.1994)
H (-1.3249, -2.5833, 0.9322)

=====

no.,HOMO-LUMO gap (eV)
1,8.22
2,8.69
3,8.55
4,7.50
5,5.72
6,7.26